{
  "formula": "C21H12Br2Cl8GeHgN2O3",
  "method": "wB97M-V/def2-TZVPD",
  "species": ["Cl", "Br", "C", "C", "C", "C", "Cl", "H", "N", "H", "O", "C", "C", "C", "H", "Cl", "H", "Ge", "C", "C", "H", "Cl", "H", "O", "H", "C", "C", "C", "H", "C", "H", "H", "C", "Cl", "C", "C", "N", "Br", "C", "Hg", "O", "C", "H", "C", "H", "C", "C", "Cl", "Cl", "Cl"],
  "positions_angstrom": [[-5.651, 2.341, -1.323], [0.987, 0.306, 3.973], [1.087, -4.739, -0.392], [-0.374, -2.693, -1.622], [3.809, 3.229, -0.277], [-1.048, -5.787, -1.339], [3.647, -2.132, 1.891], [1.816, -3.742, -2.265], [2.606, 1.150, -1.717], [-2.820, -5.051, -2.118], [0.603, 1.583, -0.577], [1.819, 1.830, -0.934], [2.428, 3.078, -0.368], [-1.627, -3.320, -1.808], [0.558, -6.696, -0.234], [1.318, -3.164, -1.105], [4.424, 2.398, -0.598], [1.463, -1.975, 1.381], [1.601, 4.124, 0.072], [2.153, -1.105, -1.710], [-1.488, -6.783, -1.399], [-2.746, 1.664, -2.282], [3.980, 6.359, 0.986], [0.259, 4.038, 0.053], [2.829, -3.240, -0.773], [0.426, 1.496, 2.557], [3.550, 5.437, 0.610], [2.175, 5.304, 0.549], [5.454, 4.492, 0.266], [-1.824, -4.788, -1.772], [1.002, 2.409, 2.628], [1.514, 6.095, 0.878], [4.378, 4.395, 0.206], [-2.116, -1.685, 1.879], [-3.378, 0.904, -0.839], [-2.566, 0.028, -0.144], [1.940, -0.033, -2.154], [-1.439, 1.959, 2.668], [-3.113, -0.572, 0.972], [-0.573, -0.547, -1.004], [-2.657, -2.653, -2.074], [-4.415, -0.328, 1.393], [0.576, 1.000, 1.605], [-5.202, 0.575, 0.682], [0.051, 3.097, -0.186], [-4.679, 1.204, -0.446], [0.261, -5.743, -0.669], [0.890, -3.512, 2.895], [-6.819, 0.919, 1.200], [-5.068, -1.125, 2.786]],
  "de_lowest_kcal_mol": 438.06,
  "energy_ha": -12202.152080,
  "total_charge": -2
}


{
  "formula": "C2HNS",
  "method": "wB97M-V/def2-TZVPD",
  "species": ["C", "N", "C", "H", "S"],
  "positions_angstrom": [[-0.155, 1.204, 0.373], [0.089, 1.732, 1.425], [-0.445, 0.194, -0.477], [-1.524, 0.277, -1.110], [0.281, -1.299, -0.515]],
  "smiles": "N#CC=S",
  "de_lowest_kcal_mol": 19.25,
  "energy_ha": -529.669818
}


{
  "formula": "C5H8O",
  "method": "wB97M-V/def2-TZVPD",
  "species": ["H", "H", "H", "H", "O", "H", "C", "C", "C", "H", "C", "H", "C", "H"],
  "positions_angstrom": [[1.470, 0.925, -0.897], [-1.005, 2.000, -1.302], [1.123, -0.704, -1.554], [-2.070, 1.666, 0.166], [-1.634, 0.002, -1.134], [-0.703, -0.455, 1.898], [-0.306, -0.763, 0.925], [-1.358, 1.279, -0.564], [1.220, -0.664, 0.683], [1.701, 0.016, 1.390], [0.960, -0.026, -0.708], [-0.686, -1.763, 0.698], [-0.507, 0.120, -0.299], [1.770, -1.609, 0.676]],
  "smiles": "C1CC2(C1)CO2",
  "de_lowest_kcal_mol": 47.14,
  "energy_ha": -270.482772
}


{
  "formula": "C20H28F3MoO2",
  "method": "wB97M-V/def2-TZVPD",
  "species": ["H", "C", "C", "C", "C", "H", "H", "C", "H", "C", "H", "C", "C", "H", "H", "C", "C", "C", "H", "Mo", "H", "H", "H", "O", "H", "H", "H", "C", "H", "C", "H", "H", "C", "F", "C", "C", "H", "H", "H", "O", "H", "C", "C", "H", "F", "H", "H", "H", "H", "H", "C", "H", "F", "C"],
  "positions_angstrom": [[-2.782, -1.779, -1.027], [1.700, -1.415, -1.458], [-2.674, 0.471, -1.214], [-2.295, 1.461, -0.270], [0.597, -2.334, -1.614], [-1.039, -2.387, -7.419], [1.623, 3.220, -5.639], [-2.450, -0.824, -0.626], [1.117, 0.861, -8.979], [-1.829, 0.819, 0.909], [1.829, -1.622, -8.516], [-0.012, 1.102, -3.827], [0.822, 1.820, -0.311], [-3.173, 0.654, -2.165], [-1.877, -1.350, 1.506], [1.509, -1.291, -7.522], [-1.951, -0.600, 0.724], [-0.977, -1.500, -8.056], [2.667, -0.568, 0.406], [-0.150, -0.432, -0.768], [-1.543, 1.292, 1.844], [-0.507, 0.833, -2.883], [-0.658, 0.797, -4.655], [-0.100, 0.107, -6.380], [1.953, 0.538, -3.068], [-0.802, -1.822, -9.091], [2.440, 3.069, -4.049], [1.369, 0.468, -4.008], [1.337, -0.590, -4.299], [0.170, 0.676, -8.481], [1.421, -2.170, -6.873], [-1.920, -0.939, -8.038], [0.168, -0.605, -7.624], [2.082, 1.955, -0.854], [-0.043, 1.359, -7.141], [0.306, 2.590, -3.959], [0.815, 1.961, -6.836], [-0.981, 1.921, -7.042], [0.482, 2.977, -2.955], [2.083, 1.257, -4.977], [2.256, -0.605, -7.105], [1.661, 2.631, -4.706], [1.864, -1.142, -0.053], [-0.494, 3.172, -4.423], [0.074, 2.860, -0.824], [-2.518, 2.521, -0.351], [-0.695, 0.779, -9.132], [2.394, -1.130, -2.235], [-0.708, -3.322, -0.080], [0.771, -1.947, 1.731], [0.865, -1.884, 0.651], [0.264, -2.770, -2.551], [0.954, 2.061, 1.031], [0.080, -2.612, -0.310]],
  "de_lowest_kcal_mol": 24.40,
  "s_squared": 2.055,
  "multiplicity": 3,
  "energy_ha": -1296.765273,
  "total_charge": 1
}


{
  "formula": "C16H17NO",
  "method": "wB97M-V/def2-TZVPD",
  "species": ["C", "C", "H", "C", "H", "C", "N", "H", "C", "C", "H", "H", "H", "C", "H", "H", "C", "H", "C", "C", "H", "C", "H", "H", "H", "C", "O", "C", "H", "H", "C", "H", "H", "C", "C"],
  "positions_angstrom": [[1.182, 2.641, 0.518], [2.463, 1.657, -1.353], [-0.226, -4.091, 1.390], [-1.230, 1.017, -1.265], [2.823, 0.362, -2.979], [2.399, 3.344, 0.912], [2.202, 1.067, -2.577], [2.508, 3.955, 1.864], [-1.010, -3.357, 1.235], [1.279, 1.838, -0.677], [-4.301, -2.750, 0.636], [-1.572, -0.048, -1.502], [-3.471, -4.830, -0.542], [-3.270, -2.431, 0.831], [4.495, 2.065, -1.269], [4.533, 3.662, 0.419], [-2.427, -3.557, 0.905], [-2.117, -5.474, 0.330], [-2.815, -1.117, 1.100], [-1.431, -0.942, 1.415], [0.235, 2.780, 1.063], [0.840, 0.876, -2.703], [-3.356, -0.160, 0.963], [0.463, 0.740, -3.681], [0.496, -1.913, 1.702], [3.594, 2.229, -0.834], [-0.933, 0.301, 1.871], [0.172, 1.249, -1.594], [-1.948, 1.845, -1.848], [-3.689, -5.137, 1.233], [-2.959, -4.896, 0.382], [-1.449, 1.105, -0.191], [0.009, 0.469, 1.963], [3.576, 3.123, 0.254], [-0.594, -2.084, 1.461]],
  "smiles": "Cc1c[nH]c2ccccc12.Cc1ccc(O)cc1",
  "de_lowest_kcal_mol": 63.16,
  "energy_ha": -749.799641
}


{
  "formula": "C10H11N2O2",
  "method": "wB97M-V/def2-TZVPD",
  "species": ["H", "H", "H", "H", "C", "C", "C", "C", "N", "H", "C", "O", "H", "H", "C", "N", "C", "O", "H", "C", "H", "H", "H", "C", "C"],
  "positions_angstrom": [[1.136, 0.256, 2.582], [-2.423, -0.962, 0.409], [1.600, -3.088, -0.291], [-2.057, 0.877, -1.151], [0.174, 2.631, -1.247], [0.565, -0.789, -1.754], [0.521, 1.646, 1.032], [-0.395, -0.740, 1.301], [0.997, -0.210, -0.577], [0.272, 2.671, 1.402], [-1.489, -0.388, 0.427], [1.236, 3.224, -1.014], [-0.667, 0.887, 2.774], [-0.746, -1.522, 1.946], [0.160, 0.490, 2.077], [0.822, -1.134, 0.386], [-0.232, 1.458, -0.229], [-0.713, 2.915, -2.050], [1.588, 1.855, 0.987], [0.213, -2.095, -1.613], [-0.145, -3.212, 0.261], [-0.101, -2.699, -2.380], [0.519, -0.265, -2.690], [-1.457, 0.722, -0.382], [0.622, -2.529, -0.206]],
  "de_lowest_kcal_mol": 53.07,
  "energy_ha": -647.546462,
  "total_charge": -1
}


{
  "formula": "C7H22ClNaO8",
  "method": "wB97M-V/def2-TZVPD",
  "species": ["O", "H", "H", "O", "H", "H", "H", "H", "H", "C", "C", "H", "H", "H", "O", "H", "H", "H", "H", "H", "H", "Na", "C", "O", "O", "H", "H", "O", "C", "Cl", "H", "H", "C", "H", "C", "C", "H", "O", "O"],
  "positions_angstrom": [[-1.961, 7.780, 20.873], [0.108, 8.748, 19.464], [-0.058, 6.703, 21.008], [-2.351, 14.127, 19.671], [-8.005, 11.350, 20.228], [-4.914, 9.398, 14.702], [-1.939, 15.136, 16.477], [-0.190, 9.707, 20.941], [-1.158, 13.820, 17.028], [0.178, 8.757, 20.552], [-4.926, 9.691, 15.752], [-1.088, 15.644, 18.948], [-7.831, 13.524, 17.466], [-0.535, 7.504, 22.330], [-7.622, 11.993, 19.627], [1.235, 8.664, 20.803], [-9.550, 12.646, 19.012], [-8.914, 13.528, 20.326], [-2.390, 14.526, 20.543], [-7.031, 14.444, 18.827], [-2.860, 15.772, 18.761], [-3.907, 10.647, 20.029], [-7.957, 14.040, 18.418], [-6.838, 11.637, 24.622], [-4.600, 8.652, 16.552], [-4.168, 10.437, 15.990], [-8.664, 14.852, 18.250], [-4.600, 10.785, 24.274], [-1.978, 14.468, 17.337], [-5.585, 11.131, 25.207], [-2.538, 7.354, 21.510], [-3.930, 8.138, 16.096], [-8.606, 13.008, 19.419], [-2.927, 13.973, 17.137], [-1.998, 15.111, 18.672], [-0.606, 7.614, 21.248], [-5.837, 10.082, 16.205], [-5.015, 12.082, 26.093], [-5.965, 9.889, 25.915]],
  "energy_ha": -1503.930828
}


{
  "formula": "C5H10N3O2",
  "method": "wB97M-V/def2-TZVPD",
  "species": ["H", "O", "H", "C", "H", "C", "C", "H", "H", "H", "H", "N", "N", "N", "H", "O", "H", "H", "C", "C"],
  "positions_angstrom": [[1.407, 0.202, 2.124], [1.806, -1.980, -0.008], [-0.801, -2.804, -0.223], [1.506, 0.738, 1.116], [-3.233, -1.550, -0.376], [-1.415, -0.856, 0.061], [0.842, -1.323, -0.022], [-1.474, 1.850, 0.876], [0.429, 0.693, -2.001], [2.571, 0.903, 0.904], [2.190, 0.214, -1.701], [-0.494, -1.856, -0.030], [-2.746, -0.872, 0.139], [-0.785, 0.359, 0.053], [-3.151, 0.025, 0.408], [-1.315, 1.634, -0.049], [1.483, 1.794, -1.229], [1.284, 1.869, 1.319], [1.275, 0.771, -1.321], [0.618, 0.190, -0.039]],
  "de_lowest_kcal_mol": 38.50,
  "s_squared": 2.009,
  "multiplicity": 3,
  "energy_ha": -510.794193,
  "total_charge": 1
}